Entry 1:
{"formula": "C43H50F2N6S2SiTi", "method": "ωB97M-V/def2-TZVPD", "species": ["Ti", "C", "S", "C", "S", "N", "N", "C", "C", "C", "C", "C", "C", "N", "H", "H", "H", "H", "H", "H", "H", "H", "F", "C", "C", "C", "C", "C", "F", "C", "C", "C", "C", "C", "C", "N", "H", "H", "H", "H", "H", "H", "C", "C", "C", "C", "C", "C", "N", "N", "C", "C", "C", "C", "C", "C", "H", "H", "H", "H", "H", "H", "H", "H", "H", "C", "C", "C", "C", "Si", "C", "C", "C", "C", "C", "C", "C", "C", "H", "H", "H", "H", "H", "H", "H", "H", "H", "H", "H", "H", "H", "H", "H", "H", "H", "H", "H", "H", "H", "H", "H", "H", "H", "H", "H"], "positions_angstrom": [[-0.641891, 0.297129, -0.120093], [-4.224999, -1.942260, -5.456439], [-2.743630, -0.922588, -5.213602], [-2.871951, -0.702342, -3.384207], [-4.310927, -0.082259, -2.766796], [-1.790356, -1.120573, -2.827489], [-1.561978, -1.087231, -1.464499], [-1.613748, -2.305911, -0.945121], [-1.524579, -2.523654, 0.433501], [-1.909449, -3.759857, 1.003950], [-2.091729, -3.856950, 2.351945], [-1.886555, -2.704671, 3.139324], [-1.424927, -1.566888, 2.527366], [-1.172940, -1.450735, 1.216526], [-4.448628, -1.960666, -6.522954], [-5.037440, -1.483904, -4.896092], [-4.037470, -2.953252, -5.093782], [-1.894569, -3.127356, -1.598415], [-2.080287, -4.601453, 0.344178], [-2.409600, -4.786089, 2.808817], [-2.071851, -2.708567, 4.203797], [-1.245334, -0.687993, 3.132633], [2.057162, -0.289880, -4.767488], [1.168799, 0.496660, -4.107776], [0.811712, 0.182256, -2.818115], [-0.067590, 0.978142, -2.080654], [-0.601506, 2.104042, -2.744573], [-0.210937, 2.385377, -4.049909], [-0.704271, 3.462181, -4.721411], [0.679516, 1.607888, -4.758073], [-1.640064, 2.896059, -2.063480], [-1.876030, 4.249753, -2.313678], [-2.945416, 4.874366, -1.700620], [-3.757749, 4.133402, -0.856923], [-3.418235, 2.811076, -0.624679], [-2.378229, 2.212626, -1.185379], [1.197613, -0.732471, -2.392724], [0.963862, 1.853563, -5.770787], [-1.235283, 4.811400, -2.975024], [-3.148736, 5.921247, -1.894277], [-4.628431, 4.569314, -0.385146], [-4.029304, 2.200958, 0.029843], [-5.826061, -0.792615, 2.354706], [-5.186987, 0.071088, 3.235586], [-3.983291, 0.663922, 2.900415], [-3.368212, 0.401612, 1.660139], [-4.039316, -0.449687, 0.769599], [-5.238420, -1.037919, 1.117755], [-2.150361, 0.959309, 1.299310], [-1.733547, 1.899416, 2.137706], [-0.647634, 2.581434, 1.681671], [-0.266429, 3.736740, 2.392832], [0.690037, 4.581755, 1.874438], [1.253080, 4.301098, 0.629792], [0.902063, 3.134416, -0.040565], [0.005592, 2.199626, 0.470826], [-6.767860, -1.258110, 2.621596], [-5.628266, 0.277793, 4.205402], [-3.485670, 1.332586, 3.587618], [-3.623836, -0.604156, -0.216041], [-5.729244, -1.698561, 0.412367], [-0.764720, 3.959962, 3.329369], [0.983834, 5.473837, 2.417793], [1.976536, 4.979598, 0.190490], [1.349200, 2.961674, -1.012891], [1.895169, -2.909746, -1.285288], [2.495704, -2.641694, 0.101840], [3.924007, -3.199566, 0.069912], [1.696496, -3.504536, 1.089876], [2.251611, -0.670761, 0.540287], [2.705397, -0.534407, 2.507986], [1.423440, -0.821664, 3.290121], [3.788463, -1.473463, 3.051177], [3.094825, 0.898895, 2.894203], [3.903247, 0.202378, -0.267904], [4.006707, -0.101774, -1.769471], [3.763941, 1.736918, -0.153413], [5.268453, -0.181011, 0.326068], [1.906614, -3.987632, -1.500777], [2.468332, -2.420494, -2.075309], [0.859049, -2.574488, -1.341474], [3.892092, -4.287489, -0.088779], [4.458763, -3.019726, 1.002728], [4.502117, -2.768662, -0.748663], [1.551222, -4.514768, 0.681926], [0.710486, -3.089519, 1.284923], [2.210391, -3.618463, 2.045447], [1.001888, -1.795208, 3.045775], [0.682302, -0.053699, 3.060908], [1.611775, -0.799149, 4.373618], [3.530790, -2.518180, 2.887423], [3.892679, -1.331852, 4.136660], [4.761740, -1.286798, 2.597299], [2.334146, 1.612546, 2.564545], [4.055068, 1.196152, 2.472781], [3.171451, 0.983054, 3.987748], [3.099406, 0.191972, -2.286071], [4.187847, -1.161130, -1.962821], [4.839648, 0.465382, -2.208030], [3.333262, 2.144818, -1.068323], [4.744478, 2.209233, -0.012934], [3.120810, 2.055117, 0.660922], [5.454864, -1.253409, 0.280830], [5.381930, 0.144132, 1.360416], [6.056857, 0.313982, -0.257749]], "atomic_forces_ev_per_a": [[-0.623, -0.220, 0.196], [0.292, 0.207, 0.078], [-0.007, -0.057, 0.209], [0.167, -0.202, 0.030], [-0.414, 0.068, 0.266], [0.690, -0.271, -0.801], [-0.418, 0.064, 0.623], [-0.485, -0.144, -0.411], [-0.017, 0.010, 0.402], [0.025, -0.006, -0.093], [0.038, 0.058, 0.045], [0.078, -0.074, -0.149], [-0.030, 0.126, 0.489], [-0.021, -0.544, -0.937], [-0.009, -0.013, -0.003], [-0.089, -0.016, -0.041], [-0.088, -0.030, -0.036], [0.134, -0.007, -0.016], [-0.054, 0.018, -0.012], [-0.006, -0.021, -0.033], [0.015, 0.053, 0.008], [-0.043, 0.050, -0.117], [-0.012, -0.080, -0.043], [0.005, 0.158, 0.124], [0.010, -0.087, 0.194], [0.297, 0.260, -0.584], [0.048, 0.065, 0.128], [0.149, -0.155, 0.044], [-0.115, 0.042, 0.035], [0.070, -0.018, -0.070], [-0.177, 0.152, -0.090], [-0.053, 0.116, -0.008], [0.020, -0.117, 0.029], [0.015, 0.056, -0.070], [-0.189, -0.006, 0.156], [0.276, -0.086, -0.211], [0.009, 0.008, -0.056], [-0.040, -0.003, -0.013], [0.049, -0.079, -0.030], [0.013, 0.009, 0.029], [-0.003, -0.048, 0.035], [0.090, -0.001, 0.045], [0.020, -0.006, 0.005], [-0.072, -0.072, -0.010], [0.234, 0.092, -0.058], [-0.620, -0.237, 0.341], [0.313, 0.169, 0.048], [-0.156, -0.091, 0.092], [0.803, 0.313, 0.056], [-0.495, 0.085, 0.329], [0.280, 0.028, -0.365], [0.070, -0.027, 0.067], [-0.003, 0.001, 0.061], [0.013, -0.079, -0.091], [0.151, 0.115, -0.072], [-0.123, 0.401, 0.427], [0.005, -0.005, 0.001], [0.001, 0.024, -0.007], [-0.006, -0.004, 0.000], [-0.034, -0.053, -0.070], [0.042, 0.056, -0.082], [-0.040, -0.020, -0.011], [-0.028, 0.006, 0.002], [-0.011, 0.004, -0.006], [0.007, -0.081, 0.036], [0.054, 0.067, 0.057], [-0.191, 0.138, -0.007], [-0.040, 0.110, 0.057], [0.016, 0.108, 0.067], [0.804, -0.297, 0.230], [-0.275, 0.105, -0.040], [0.061, -0.005, -0.126], [0.008, -0.004, -0.182], [-0.020, -0.010, -0.120], [-0.317, 0.057, -0.221], [0.001, -0.123, 0.130], [-0.081, -0.076, -0.028], [-0.143, -0.111, 0.158], [0.005, -0.025, 0.031], [-0.093, 0.027, -0.030], [0.004, -0.020, -0.088], [-0.046, -0.016, -0.028], [0.039, -0.047, -0.039], [0.032, -0.070, 0.040], [0.030, -0.004, -0.039], [-0.002, -0.051, 0.032], [-0.058, 0.014, 0.017], [-0.015, 0.011, 0.065], [-0.034, -0.019, 0.037], [0.025, 0.047, 0.015], [0.071, -0.010, 0.060], [-0.017, 0.062, 0.014], [-0.020, -0.095, 0.070], [0.029, 0.055, 0.020], [-0.034, 0.076, 0.034], [-0.010, -0.053, 0.022], [0.045, 0.005, -0.089], [0.030, 0.053, -0.074], [0.025, -0.001, -0.003], [-0.037, 0.023, 0.002], [0.035, 0.005, -0.037], [0.078, 0.082, -0.030], [0.061, 0.093, 0.067], [0.037, 0.004, -0.057], [-0.004, 0.038, -0.016]], "lowdin_charge": [0.960, -0.479, 0.705, -1.160, 0.482, -0.106, -0.112, -0.133, -0.311, -0.046, -0.090, -0.068, -0.186, 0.008, 0.009, -0.033, 0.020, 0.130, 0.109, 0.092, 0.094, 0.102, 0.041, -0.274, -0.090, -0.163, -0.131, -0.211, 0.036, 0.048, -0.221, -0.010, -0.078, -0.064, -0.129, 0.117, 0.063, 0.120, 0.104, 0.094, 0.092, 0.102, -0.131, -0.125, -0.050, -0.312, -0.064, -0.090, -0.127, 0.045, -0.330, -0.060, -0.128, -0.116, -0.153, -0.185, 0.079, 0.084, 0.086, 0.029, 0.098, 0.093, 0.083, 0.088, 0.084, -0.126, -0.610, -0.120, -0.114, 0.933, -0.615, -0.140, -0.111, -0.115, -0.589, -0.118, -0.117, -0.122, 0.080, 0.060, 0.046, 0.076, 0.052, 0.054, 0.080, 0.039, 0.059, 0.049, 0.056, 0.083, 0.047, 0.074, 0.051, 0.069, 0.057, 0.078, 0.038, 0.056, 0.082, 0.067, 0.078, 0.028, 0.047, 0.049, 0.073], "s_squared": 2.041, "charge": -2, "spin_multiplicity": 3, "total_energy_ev": -112440.43833, "lumo_ev": [4.5, 4.3], "relative_energy_kcal_mol": 48.1, "e_homo_ev": [-0.95, -2.13], "gap_ev": [5.44, 6.42]}

=====

Entry 2:
{"formula": "C3H5NO3", "method": "ωB97M-V/def2-TZVPD", "species": ["C", "C", "C", "N", "O", "O", "O", "H", "H", "H", "H", "H"], "positions_angstrom": [[0.963472, -0.584092, -0.993327], [0.804515, -0.609418, 0.431711], [1.214263, -0.387071, 1.675872], [-1.464510, 1.218316, -0.940713], [-1.113114, 2.286024, -0.657985], [-2.596650, 0.858191, -0.109206], [-0.144794, -1.244772, -0.355648], [0.708348, 0.320426, -1.419159], [1.561969, -1.322741, -1.671836], [-2.841429, -0.048320, -0.261412], [0.790231, -0.766353, 2.599138], [2.117699, 0.279810, 1.702564]], "atomic_forces_ev_per_a": [[1.440, -2.300, -0.919], [0.240, -1.311, 0.188], [0.852, 0.760, -1.011], [-1.017, -0.343, 0.626], [0.019, -0.073, -0.109], [0.594, 1.463, 0.099], [-0.163, 0.228, 1.443], [-0.458, 1.656, -1.384], [-0.631, 1.568, 1.719], [0.272, -0.900, -0.599], [-0.208, 0.174, -0.341], [-0.941, -0.921, 0.289]], "nbo_charge": [-0.132, 0.282, -0.511, 0.370, -0.247, -0.599, -0.481, 0.187, 0.199, 0.478, 0.229, 0.225], "total_energy_ev": -10819.10069, "lumo_ev": 0.2, "relative_energy_kcal_mol": 151.9, "e_homo_ev": -9.57, "gap_ev": 9.80, "smiles": "C=C1CO1.O=NO"}

=====

Entry 3:
{"formula": "C2H2NO2S", "method": "ωB97M-V/def2-TZVPD", "species": ["C", "C", "N", "O", "O", "S", "H", "H"], "positions_angstrom": [[0.129876, 0.420442, 0.063943], [-1.712353, 0.208033, -0.072202], [-0.587166, 0.999879, -0.741922], [2.652983, 0.388434, 0.507592], [1.599773, -1.268160, -0.959641], [1.641879, -0.670144, 0.400074], [-1.611807, -0.787924, -0.115640], [-2.113187, 0.709438, 0.917799]], "atomic_forces_ev_per_a": [[-3.591, -0.180, -0.102], [1.215, 4.330, 3.556], [0.930, 1.003, -1.024], [0.444, -0.103, 0.424], [0.141, -0.281, 0.815], [0.477, 0.174, -1.193], [-0.337, -3.707, -0.445], [0.723, -1.237, -2.031]], "nbo_charge": [0.060, -0.484, -0.449, -1.007, -0.992, 1.556, 0.165, 0.150], "charge": -1, "total_energy_ev": -18523.58314, "lumo_ev": 3.9, "relative_energy_kcal_mol": 111.8, "e_homo_ev": -3.67, "gap_ev": 7.56}

=====

Entry 4:
{"formula": "C16H10BrCl36N2O2P", "method": "ωB97M-V/def2-TZVPD", "species": ["C", "P", "C", "C", "C", "O", "N", "C", "Br", "C", "O", "C", "N", "H", "H", "H", "H", "H", "H", "H", "H", "H", "H", "C", "Cl", "Cl", "Cl", "Cl", "C", "Cl", "Cl", "Cl", "Cl", "C", "Cl", "Cl", "Cl", "Cl", "C", "Cl", "Cl", "Cl", "Cl", "C", "Cl", "Cl", "Cl", "Cl", "C", "Cl", "Cl", "Cl", "Cl", "C", "Cl", "Cl", "Cl", "Cl", "C", "Cl", "Cl", "Cl", "Cl", "C", "Cl", "Cl", "Cl", "Cl"], "positions_angstrom": [[1.896228, 1.892368, 2.908781], [0.410482, 2.965394, 2.632407], [1.132096, 4.606917, 2.132788], [-0.636842, 2.341932, 1.224597], [-0.674711, 0.857548, 0.857714], [-0.201154, -0.085664, 1.368890], [-1.571379, 0.827016, -0.303660], [-2.550640, 1.889356, -0.062312], [-4.342888, 1.119208, -0.163109], [-2.158340, 2.582768, 1.286442], [-2.622670, 1.851786, 2.443801], [-3.790195, 2.269101, 2.846732], [-4.905491, 2.423905, 3.019564], [2.160073, 1.982382, 3.970148], [2.736048, 2.322351, 2.347157], [1.761620, 0.853868, 2.610454], [0.368364, 5.322246, 1.834993], [1.853648, 4.419090, 1.326045], [1.729891, 4.947775, 2.980578], [-0.271366, 2.887001, 0.340877], [-1.022910, 1.090650, -1.117599], [-2.581748, 2.684024, -0.808762], [-2.384870, 3.643253, 1.381733], [4.043906, 3.241561, -0.839292], [4.989509, 2.902582, 0.613174], [3.612618, 4.958638, -0.873922], [4.993527, 2.846910, -2.271598], [2.563607, 2.262707, -0.827099], [-4.204891, -3.096010, -1.433681], [-5.603233, -2.062872, -1.764287], [-2.912951, -2.108752, -0.742200], [-4.663670, -4.357661, -0.286386], [-3.688228, -3.845046, -2.962618], [2.122644, 2.298251, 7.290581], [2.650282, 3.002561, 8.823089], [0.469407, 1.701084, 7.450154], [2.180091, 3.531727, 6.023877], [3.194882, 0.961414, 6.853479], [0.917665, -3.951177, 0.091372], [1.726499, -5.515026, 0.274607], [0.514457, -3.314876, 1.687760], [1.997925, -2.820667, -0.739606], [-0.563829, -4.148676, -0.849776], [-7.068020, -7.677436, -0.271184], [-6.400965, -6.946637, 1.197655], [-8.712386, -8.241210, 0.051156], [-7.099788, -6.481178, -1.571020], [-6.058461, -9.043016, -0.753988], [0.324183, -5.838039, -4.867216], [1.094563, -4.247360, -4.909806], [0.321555, -6.537864, -6.491480], [1.232626, -6.888223, -3.786106], [-1.359272, -5.642508, -4.318628], [3.518078, 9.390468, 0.037837], [3.780325, 9.626379, 1.768450], [4.959870, 9.887406, -0.853024], [3.195663, 7.676065, -0.276461], [2.134724, 10.356056, -0.488207], [5.143889, 3.303471, -6.272770], [6.039178, 4.063394, -7.591979], [3.990917, 2.139553, -6.933976], [6.279207, 2.461935, -5.203710], [4.274019, 4.543499, -5.362016], [-1.654741, -8.815408, -0.736927], [-1.524570, -7.639159, -2.046665], [-0.061648, -9.519710, -0.418328], [-2.245728, -8.008762, 0.721568], [-2.776698, -10.102671, -1.199069]], "atomic_forces_ev_per_a": [[0.362, 0.707, -0.688], [-1.156, 0.101, 2.279], [0.584, -1.418, -0.765], [1.066, 0.393, 0.129], [-0.584, 1.584, -1.184], [0.722, -0.913, 0.376], [-0.133, 0.349, 0.366], [-0.421, 0.264, 0.176], [0.089, 0.321, 0.232], [1.148, -0.537, -0.291], [-0.241, 0.771, 0.212], [1.315, -1.389, -1.033], [-1.484, 0.815, 0.862], [-0.279, -0.265, -0.371], [-0.029, -0.291, -0.011], [-0.143, 0.082, 0.123], [0.084, 0.041, 0.137], [-0.206, 0.421, -0.109], [-0.348, 0.147, 0.066], [-0.226, -0.277, -0.146], [-0.014, -0.462, -0.137], [0.273, -0.277, -0.144], [-0.412, -0.155, -0.164], [0.066, -0.031, -0.054], [-0.057, 0.023, -0.041], [0.183, -0.624, -0.176], [-0.129, 0.017, 0.170], [0.016, -0.025, 0.038], [0.002, 0.132, 0.149], [-0.064, -0.047, -0.014], [-0.417, 0.032, -0.259], [0.120, 0.054, -0.051], [0.016, 0.143, 0.245], [-0.051, -0.043, 0.041], [-0.006, -0.019, -0.054], [0.059, 0.021, -0.025], [0.013, 0.141, 0.174], [-0.019, 0.032, -0.004], [-0.088, -0.068, 0.062], [-0.018, 0.008, -0.069], [0.015, -0.021, -0.048], [-0.013, -0.024, -0.006], [0.445, -0.269, -0.014], [-0.026, -0.007, -0.050], [-0.026, -0.024, -0.035], [0.035, 0.020, 0.009], [-0.059, -0.090, 0.028], [-0.020, 0.076, 0.032], [-0.025, 0.108, -0.148], [-0.036, 0.004, 0.010], [-0.027, 0.027, 0.030], [-0.049, 0.048, 0.020], [0.392, -0.013, -0.195], [-0.010, 0.088, -0.019], [-0.012, -0.023, -0.052], [-0.047, -0.030, 0.024], [-0.098, 0.605, 0.190], [0.043, -0.043, 0.016], [-0.028, 0.021, -0.040], [-0.016, -0.030, 0.042], [0.033, 0.026, 0.035], [0.026, 0.016, -0.127], [0.033, -0.028, -0.033], [-0.007, 0.075, 0.037], [-0.180, -0.258, 0.312], [-0.029, 0.033, -0.004], [0.001, -0.025, -0.053], [0.089, -0.020, -0.010]], "nbo_charge": [-0.931, 0.746, -0.918, -0.643, 0.724, -0.477, -0.690, -0.113, 0.040, 0.073, -0.485, 0.534, -0.376, 0.245, 0.217, 0.264, 0.238, 0.212, 0.243, 0.245, 0.390, 0.223, 0.228, -0.220, 0.064, 0.048, 0.072, 0.033, -0.222, 0.048, 0.081, 0.057, 0.034, -0.225, 0.060, 0.068, 0.050, 0.055, -0.223, 0.049, 0.066, 0.043, 0.061, -0.224, 0.051, 0.055, 0.061, 0.058, -0.221, 0.056, 0.056, 0.072, 0.050, -0.222, 0.062, 0.062, 0.041, 0.060, -0.225, 0.063, 0.061, 0.052, 0.058, -0.224, 0.060, 0.047, 0.056, 0.049], "total_energy_ev": -553962.65824, "lumo_ev": -0.4, "relative_energy_kcal_mol": 0.0, "e_homo_ev": -8.24, "gap_ev": 7.87, "smiles": "CP(C)[C@H]1C(=O)N[C@@H](Br)[C@H]1OC#N.ClC(Cl)(Cl)Cl.ClC(Cl)(Cl)Cl.ClC(Cl)(Cl)Cl.ClC(Cl)(Cl)Cl.ClC(Cl)(Cl)Cl.ClC(Cl)(Cl)Cl.ClC(Cl)(Cl)Cl.ClC(Cl)(Cl)Cl.ClC(Cl)(Cl)Cl"}